Density functional theory data (wB97M-V/def2-TZVPD) for a cluster of 12 separate species, C18H54O12 in total.

ORCA input file:
```
! wB97M-V def2-TZVPD RIJCOSX def2/J DEFGRID3
* xyz 1 2
C -16.695 -9.376 28.112
C -16.879 -8.978 29.577
O -15.913 -8.690 30.287
C -18.305 -8.632 30.031
H -16.275 -10.372 27.969
H -16.170 -8.635 27.510
H -17.663 -9.459 27.616
H -19.013 -9.308 29.551
H -18.572 -7.594 29.830
H -18.421 -8.685 31.113
C -17.073 -4.389 23.521
C -16.701 -3.128 22.818
O -15.512 -2.883 22.535
C -17.781 -2.059 22.505
H -18.138 -4.597 23.414
H -16.895 -4.287 24.592
H -16.513 -5.268 23.201
H -18.346 -2.355 21.621
H -17.309 -1.128 22.189
H -18.495 -1.800 23.287
C -16.912 -0.786 27.963
C -15.775 -0.944 26.968
O -15.782 -1.883 26.183
C -14.603 0.048 27.095
H -17.726 -0.270 27.454
H -16.478 -0.250 28.808
H -17.148 -1.779 28.344
H -14.898 1.097 27.066
H -13.826 -0.235 26.385
H -14.199 -0.182 28.081
C -19.316 -2.129 25.831
O -20.347 -2.101 24.874
H -19.663 -1.579 26.705
H -19.034 -3.137 26.134
H -18.430 -1.653 25.411
H -20.200 -1.324 24.331
C -15.245 -8.150 24.580
O -16.313 -9.054 24.918
H -14.244 -8.580 24.573
H -15.505 -7.857 23.562
H -15.201 -7.283 25.239
H -17.108 -8.559 25.131
C -13.316 -4.674 25.312
O -14.393 -4.703 26.253
H -12.541 -4.000 25.678
H -12.857 -5.651 25.165
H -13.645 -4.422 24.304
H -14.739 -3.810 26.330
C -21.273 -5.424 29.124
O -20.719 -6.095 30.236
H -20.551 -4.867 28.526
H -21.719 -6.191 28.491
H -22.018 -4.704 29.464
H -20.045 -5.595 30.702
C -13.617 -6.264 30.307
O -14.240 -6.861 31.408
H -14.299 -6.207 29.459
H -13.205 -5.322 30.668
H -12.773 -6.888 30.013
H -14.850 -7.543 31.116
C -15.507 -3.372 32.046
O -16.798 -3.054 31.605
H -15.344 -3.361 33.123
H -15.284 -4.386 31.713
H -14.833 -2.732 31.477
H -16.953 -2.118 31.752
C -18.018 -6.035 32.407
O -18.762 -5.019 31.780
H -18.664 -6.830 32.779
H -17.413 -6.443 31.598
H -17.362 -5.642 33.185
H -18.177 -4.284 31.582
C -19.734 -6.967 25.046
O -18.430 -7.436 25.392
H -20.412 -7.376 25.796
H -19.799 -5.881 25.099
H -20.023 -7.308 24.051
H -18.180 -6.894 26.143
C -17.215 -5.237 28.390
O -16.890 -5.952 27.197
H -17.651 -4.263 28.169
H -17.982 -5.748 28.972
H -16.379 -5.091 29.073
H -15.996 -5.754 26.908
*
```

Summary:
ΔE to the lowest compared entry with this formula, charge and spin = 38.78 kcal per mole
Kohn-Sham gap (spin up / spin down) = 7.103 / 2.406 eV
<S²> = 0.757
Lowest unoccupied orbital energy (spin up / spin down) = -4.29 / -8.99 eV

Here are the Löwdin charges for atoms 1 to 2, given in e: number 1, C, carries 0.05; number 2, C, carries -0.25

***

Density functional theory data (wB97M-V/def2-TZVPD) for a cluster of 9 separate species, C18H54O18 in total.

ORCA input file:
```
! wB97M-V def2-TZVPD RIJCOSX def2/J DEFGRID3
* xyz 0 1
C -7.751 -20.640 13.074
C -7.344 -21.327 11.765
O -8.434 -21.565 10.952
O -8.022 -19.271 12.917
H -6.957 -20.768 13.809
H -8.487 -21.242 13.607
H -6.840 -22.260 12.016
H -6.521 -20.783 11.302
H -8.548 -20.645 10.704
H -8.916 -19.074 12.626
C 6.210 -29.672 11.063
C 6.328 -31.141 11.484
O 5.893 -31.336 12.847
O 6.803 -28.714 11.889
H 5.201 -29.318 10.849
H 6.665 -29.569 10.078
H 7.356 -31.463 11.316
H 5.760 -31.648 10.704
H 6.594 -31.384 13.501
H 6.261 -28.047 12.317
C 5.607 -22.769 16.749
C 4.710 -22.232 15.613
O 4.828 -23.018 14.439
O 4.956 -23.797 17.415
H 5.791 -21.998 17.496
H 6.610 -23.007 16.395
H 4.875 -21.180 15.380
H 3.654 -22.371 15.846
H 3.976 -22.807 14.050
H 4.516 -24.389 16.800
C -2.706 -27.916 9.363
C -3.623 -27.961 8.117
O -3.821 -29.271 7.765
O -1.344 -28.063 8.984
H -2.927 -28.795 9.969
H -2.876 -27.001 9.930
H -3.141 -27.415 7.305
H -4.620 -27.548 8.268
H -3.074 -29.526 7.219
H -1.230 -28.933 9.372
C -6.312 -11.758 13.224
C -6.095 -12.580 11.969
O -5.524 -13.797 12.415
O -7.271 -12.329 14.101
H -6.469 -10.696 13.033
H -5.377 -11.712 13.781
H -5.478 -12.006 11.277
H -7.049 -12.813 11.498
H -6.249 -14.400 12.595
H -7.488 -11.752 14.837
C -0.524 -21.266 9.813
C -0.313 -19.832 10.277
O -1.373 -19.047 9.795
O 0.407 -22.230 10.312
H -0.623 -21.379 8.734
H -1.502 -21.622 10.137
H 0.640 -19.417 9.950
H -0.412 -19.760 11.360
H -1.509 -18.238 10.294
H 0.290 -23.102 9.929
C 1.315 -12.758 9.514
C 1.342 -12.667 11.016
O 1.909 -13.835 11.560
O 1.025 -11.486 8.997
H 0.518 -13.445 9.230
H 2.225 -13.163 9.070
H 0.303 -12.504 11.305
H 1.814 -11.744 11.352
H 1.729 -13.856 12.503
H 1.399 -10.733 9.459
C -4.818 -17.694 3.951
C -5.332 -16.943 5.082
O -5.764 -17.792 6.159
O -5.765 -18.672 3.519
H -3.959 -18.248 4.331
H -4.445 -17.095 3.121
H -6.133 -16.226 4.906
H -4.437 -16.415 5.412
H -4.974 -17.971 6.675
H -5.908 -19.306 4.225
C -1.614 -14.787 17.344
C -2.375 -16.085 17.159
O -2.332 -16.902 18.347
O -0.258 -14.969 17.113
H -1.846 -14.392 18.333
H -1.965 -14.033 16.640
H -1.960 -16.611 16.299
H -3.398 -15.970 16.799
H -2.768 -16.467 19.083
H -0.019 -15.266 17.994
*
```

Summary:
ΔE to the lowest compared entry with this formula, charge and spin = 107.90 kcal per mole
Kohn-Sham gap = 10.009 eV
Lowest unoccupied orbital energy = 0.05 eV

Here are the Löwdin charges for atoms 1 to 2, given in e: number 1, C, carries -0.26; number 2, C, carries -0.29

***

Density functional theory data (wB97M-V/def2-TZVPD) for a cluster of 9 separate species, C18H54O9 in total.

ORCA input file:
```
! wB97M-V def2-TZVPD RIJCOSX def2/J DEFGRID3
* xyz 0 1
C 0.288 0.425 -0.648
C 0.666 0.087 0.778
O -0.500 -0.251 1.520
H 1.210 0.402 -1.237
H -0.095 1.445 -0.714
H -0.364 -0.325 -1.096
H 1.190 0.902 1.294
H 1.400 -0.731 0.776
H -0.265 -0.090 2.464
C 1.354 -2.997 -2.405
C 0.729 -3.492 -1.108
O -0.607 -3.931 -1.317
H 2.341 -2.549 -2.262
H 0.754 -2.244 -2.923
H 1.494 -3.806 -3.127
H 0.666 -2.677 -0.374
H 1.275 -4.316 -0.653
H -1.098 -3.254 -1.818
C 4.188 -1.269 2.147
C 4.820 -0.705 0.897
O 3.967 -1.005 -0.197
H 3.906 -2.310 1.997
H 3.269 -0.731 2.388
H 4.859 -1.182 3.005
H 5.794 -1.166 0.672
H 5.027 0.371 0.986
H 3.961 -0.286 -0.851
C -0.987 2.167 3.844
C -0.571 1.131 4.846
O 0.079 0.035 4.170
H -1.431 3.033 4.331
H -1.673 1.743 3.108
H -0.132 2.510 3.254
H -1.423 0.777 5.436
H 0.159 1.544 5.554
H 0.256 -0.633 4.840
C 3.198 2.187 2.964
C 3.063 3.440 3.800
O 4.176 4.295 3.521
H 3.114 2.442 1.912
H 2.430 1.471 3.262
H 4.138 1.708 3.239
H 2.986 3.286 4.885
H 2.148 4.007 3.569
H 4.093 5.099 4.039
C -5.182 -0.221 1.175
C -3.682 -0.079 1.342
O -2.992 -1.187 0.820
H -5.684 0.677 1.542
H -5.603 -1.074 1.704
H -5.443 -0.282 0.115
H -3.493 0.003 2.423
H -3.329 0.854 0.886
H -2.035 -1.025 0.933
C -4.562 -2.763 -3.476
C -3.729 -2.670 -2.192
O -2.432 -2.205 -2.550
H -4.605 -1.781 -3.941
H -5.559 -3.139 -3.218
H -4.185 -3.517 -4.168
H -3.652 -3.638 -1.701
H -4.196 -1.975 -1.492
H -2.416 -1.260 -2.771
C -4.356 1.040 -2.523
C -2.937 1.572 -2.535
O -2.071 0.603 -3.152
H -4.512 0.222 -1.821
H -4.700 0.771 -3.520
H -5.011 1.851 -2.185
H -2.539 1.848 -1.555
H -2.955 2.460 -3.180
H -1.299 1.094 -3.446
C 2.646 0.397 -3.916
C 3.609 1.440 -3.339
O 3.767 1.207 -1.949
H 1.670 0.528 -3.452
H 3.016 -0.594 -3.657
H 2.586 0.573 -4.988
H 3.107 2.401 -3.512
H 4.558 1.428 -3.881
H 4.346 1.886 -1.586
*
```

Summary:
ΔE to the lowest compared entry with this formula, charge and spin = 55.34 kcal per mole
Kohn-Sham gap = 9.185 eV
Lowest unoccupied orbital energy = 0.36 eV

Here are the Löwdin charges for atoms 1 to 2, given in e: number 1, C, carries -0.06; number 2, C, carries -0.29